Molecular formula: C2H4N4S
Method: DFT, ωB97M-V/def2-TZVPD

The calculation puts the HOMO energy at -8.92 eV. Its SMILES is [H]/N=C1\NN=CSN1. The calculation puts the HOMO-LUMO gap at 9.3 eV. Its energy above the lowest of the compared OMol25 structures with the same formula, charge and spin is 159.46 kJ/mol.

XYZ file:
```
11
Properties=species:S:1:pos:R:3:forces:R:3:nbo_charge:R:1
C 0.5220 -0.4637 0.6114 -0.9 0.1 -0.4 0.551
C -0.9598 1.0242 -1.3739 -0.1 -0.7 1.6 -0.158
H 0.4454 -1.5111 2.1700 0.1 0.0 0.2 0.337
H 2.2149 0.0285 -0.2366 -0.2 0.3 -0.3 0.424
H -1.4567 1.7886 -1.9322 -0.2 0.3 -0.3 0.219
H -1.2973 -0.6809 1.2881 -0.7 0.6 -0.6 0.387
N 1.1148 -1.0681 1.5494 -0.1 -0.4 0.2 -0.730
N 1.2249 0.2481 -0.3091 0.7 0.4 -0.7 -0.761
N -1.4984 0.6484 -0.2622 0.3 0.1 -0.8 -0.211
N -0.8804 -0.3812 0.4103 1.0 -0.6 0.7 -0.473
S 0.5706 0.3672 -1.9152 0.1 -0.1 0.4 0.415
```
Positions in Å, forces in eV/Å.